(1)
{"formula": "C2H8OS", "method": "the ωB97M-V functional and the def2-TZVPD basis", "species": ["H", "H", "C", "H", "H", "H", "C", "O", "H", "H", "S", "H"], "positions_angstrom": [[-1.251619, -0.181928, 3.246148], [-1.258511, -0.332639, -2.315737], [0.572808, 0.762658, -1.774455], [-0.105026, 1.633663, -1.598827], [1.327118, 0.905609, -2.544802], [1.005035, -1.399492, 5.309256], [-0.299701, -0.443957, -1.793765], [-1.717293, 0.216412, 2.485501], [0.770495, -0.668587, 5.223138], [-1.114565, -0.089932, 1.801028], [0.796964, -0.167055, -0.341466], [0.182330, -1.550853, -2.263419]], "forces_ev_per_a": [[-0.6601, 0.4328, -0.0551], [-0.5271, 0.0625, 1.9325], [-1.0857, 1.3218, -1.6640], [0.9679, -0.3960, -0.3450], [0.1800, -0.0409, 0.4194], [-0.3246, 0.9683, -0.1276], [2.7761, -3.9659, -2.6651], [0.7888, -0.6614, 0.7016], [0.3201, -0.9603, 0.1220], [-0.1016, 0.2730, -0.6890], [-1.0993, -0.6847, 1.4288], [-1.2345, 3.6507, 0.9416]], "homo_lumo_gap_ha": 0.358, "lumo_energy_ev": 0.69, "e_above_lowest_ev": 3.215, "smiles": "[H][H].C1CS1.O", "multiplicity": 1, "charge": 0}

---

(2)
{"formula": "C2H8OS2", "method": "the ωB97M-V functional and the def2-TZVPD basis", "species": ["H", "H", "H", "S", "C", "O", "H", "H", "H", "S", "H", "C", "H"], "positions_angstrom": [[-0.525009, -2.712431, -0.062464], [0.812890, -0.213657, 1.827150], [-0.772733, 0.331894, 0.360072], [0.562659, 3.342754, -0.672885], [-0.699888, -0.736592, 0.606342], [0.360499, -0.988670, 1.492388], [-1.677859, -0.731901, 1.174867], [-1.428482, -1.703252, -1.200342], [2.647033, 2.051565, -1.188141], [1.464936, 1.508455, -0.797053], [0.279143, -1.462885, -1.181401], [-0.562941, -1.718464, -0.529823], [-0.460247, 3.033185, 0.171291]], "forces_ev_per_a": [[0.4048, 0.1947, -0.4720], [-0.2353, 0.3082, -0.2186], [0.7547, -0.0679, -0.8088], [-0.8420, 0.9359, 0.1172], [-1.2900, 1.3582, 0.9814], [0.5384, -0.5495, 0.5385], [0.6528, -1.1427, -0.4984], [-0.1279, 0.0290, 0.2336], [-0.3601, -0.1877, 0.2902], [0.6498, -0.5889, -0.2001], [0.1894, -0.3585, 0.4826], [-0.9355, 0.2125, -0.2324], [0.6009, -0.1434, -0.2133]], "homo_lumo_gap_ha": 0.331, "lumo_energy_ev": 0.30, "e_above_lowest_ev": 1.204, "smiles": "CCO.SS", "multiplicity": 1, "charge": 0}

---

(3)
{"formula": "C2H8OS2", "method": "the ωB97M-V functional and the def2-TZVPD basis", "species": ["H", "H", "H", "H", "O", "H", "S", "C", "H", "S", "C", "H", "H"], "positions_angstrom": [[0.102090, 0.467939, -2.280919], [-1.535792, 0.001936, -2.592300], [0.127797, 0.905544, 2.715313], [-0.468117, -1.672354, -1.478004], [-0.899080, -0.969794, -0.984729], [1.036768, -2.285358, 1.135971], [2.050924, -1.379321, 1.299913], [-0.833105, 0.226375, -1.784155], [0.004417, 1.940879, 1.226452], [1.980035, 0.639202, 1.177652], [0.204603, 0.949868, 1.629559], [-1.364763, 1.012639, -1.262923], [-0.405776, 0.162444, 1.198170]], "forces_ev_per_a": [[0.4077, 0.1248, 0.6605], [0.1527, 0.3840, -0.4057], [0.1618, 0.2222, -0.0114], [-0.1458, -0.1068, -0.1351], [1.1451, 0.4713, 0.6882], [-1.0021, 1.4161, -0.1077], [2.4497, -0.2346, 0.0865], [-2.0558, -1.1847, -1.1320], [-0.2744, -0.0738, 0.1315], [-2.1546, -1.6489, 0.3352], [0.7161, 0.1876, -0.1453], [0.6365, 0.3325, 0.4186], [-0.0369, 0.1103, -0.3833]], "homo_lumo_gap_ha": [0.304, 0.217], "lumo_energy_ev": [-5.81, -8.17], "e_above_lowest_ev": 1.616, "multiplicity": 2, "charge": 1}

---

(4)
{"formula": "C2H8OS2", "method": "the ωB97M-V functional and the def2-TZVPD basis", "species": ["O", "H", "C", "H", "H", "H", "S", "H", "H", "C", "S", "H", "H"], "positions_angstrom": [[1.417259, 0.233574, 0.407833], [2.122672, 2.240770, 0.533318], [1.866049, 1.291104, 1.202808], [-0.102254, -0.174019, -2.145278], [-0.274819, -1.636883, -1.170274], [-1.343063, -1.290952, -2.420490], [-1.850656, 0.326347, -0.607866], [0.927412, 1.422739, 1.911060], [-1.919203, -1.495740, 1.104185], [-0.829695, -0.809126, -1.624912], [-2.946519, -1.176748, 0.407301], [0.442949, 0.069970, 0.324318], [2.489863, 0.998966, 2.077995]], "forces_ev_per_a": [[-0.2467, -1.9475, -1.6529], [-0.2395, -2.0749, 1.9452], [-3.3950, 2.0025, 1.9270], [0.0369, 0.1047, 0.3996], [-0.1689, 0.4075, 0.8327], [-1.5058, -0.1277, -0.4879], [-0.6069, -2.7240, -0.3260], [1.4710, 1.2148, -1.3330], [1.7354, -1.0176, 0.7944], [1.5804, 1.0041, -0.1203], [-1.0735, 2.2976, -1.2202], [1.6001, 0.8981, 0.8138], [0.8124, -0.0377, -1.5724]], "homo_lumo_gap_ha": [0.312, 0.172], "lumo_energy_ev": [-5.74, -9.43], "e_above_lowest_ev": 2.859, "multiplicity": 2, "charge": 1}